Formula: C31H26ClFeIN4O7Te
Source: the Open Molecules 2025 dataset
Level of theory: ωB97M-V/def2-TZVPD

Last column: Mulliken spin population.
Positions of all 72 atoms, in Å:
Fe  -0.610  0.972  1.386  3.6916
O  1.556  4.022  3.216  0.0007
C  1.001  3.224  2.464  0.0052
O  -0.031  2.524  2.663  0.0409
C  1.598  3.103  1.055  0.0013
C  2.835  3.725  0.756  0.0017
C  3.287  3.712  -0.523  0.0006
C  2.483  3.138  -1.542  -0.0049
C  2.817  3.200  -2.916  0.0005
C  1.954  2.725  -3.863  -0.0001
C  0.722  2.154  -3.475  0.0000
C  0.394  2.039  -2.153  -0.0063
C  1.271  2.527  -1.154  0.0079
N  0.877  2.485  0.158  0.0222
H  3.364  4.197  1.571  -0.0002
H  4.231  4.174  -0.792  0.0000
H  3.756  3.660  -3.203  0.0002
H  2.205  2.796  -4.915  0.0000
H  0.037  1.795  -4.233  0.0000
H  -0.532  1.583  -1.834  0.0022
Cl  -7.273  3.320  -0.273  0.0004
C  -5.867  2.472  0.332  0.0056
C  -6.035  1.400  1.156  -0.0065
C  -4.927  0.709  1.665  -0.0076
I  -5.265  -0.910  2.939  0.0266
C  -3.611  1.057  1.364  -0.0026
O  -2.576  0.452  1.824  0.1345
C  -3.459  2.191  0.479  0.0138
N  -2.180  2.531  0.191  0.0469
C  -1.972  3.595  -0.546  0.0039
C  -3.007  4.369  -1.095  -0.0011
C  -4.302  4.019  -0.850  0.0014
C  -4.570  2.907  -0.026  -0.0038
H  -7.035  1.089  1.426  -0.0010
H  -0.942  3.868  -0.721  0.0019
H  -2.764  5.226  -1.709  -0.0005
H  -5.126  4.584  -1.263  0.0001
Te  -1.775  -2.411  2.131  0.9803
C  -1.317  -4.479  1.952  0.0295
C  -2.269  -5.389  1.492  -0.0382
C  -1.972  -6.742  1.395  -0.0017
C  -0.718  -7.213  1.762  -0.0056
C  0.237  -6.315  2.219  0.0071
C  -0.057  -4.961  2.310  0.0395
H  -3.255  -5.035  1.209  -0.0368
H  -2.726  -7.432  1.035  -0.0006
H  -0.489  -8.269  1.696  -0.0011
H  1.220  -6.670  2.508  -0.0009
H  0.699  -4.271  2.669  -0.0336
O  -0.200  -0.390  -0.409  0.0238
C  0.736  -1.178  -0.607  0.0233
C  0.968  -1.773  -1.976  0.0030
C  2.226  -1.176  -2.640  -0.0004
C  3.554  -1.770  -2.172  0.0003
C  3.838  -1.612  -0.680  0.0016
C  2.793  -2.314  0.187  0.0066
N  1.574  -1.538  0.371  -0.0126
H  0.083  -1.546  -2.566  -0.0006
H  1.066  -2.860  -1.906  0.0005
H  2.233  -0.100  -2.472  0.0003
H  2.148  -1.324  -3.720  0.0005
H  4.356  -1.287  -2.738  0.0001
H  3.581  -2.836  -2.426  0.0000
H  3.854  -0.553  -0.404  0.0004
H  4.827  -2.021  -0.459  -0.0008
H  3.185  -2.497  1.186  0.0003
H  2.546  -3.285  -0.250  0.0019
H  1.580  -0.897  1.169  -0.0054
O  2.096  -0.522  4.007  0.0031
N  1.305  -0.130  3.172  -0.0120
O  0.068  -0.254  3.309  0.0211
O  1.705  0.414  2.089  0.0317

Values from the calculation:
- HOMO level (spin up / spin down) (eV) = -4.99 / -4.75
- spin multiplicity = 6
- lowest unoccupied orbital energy (spin up / spin down) (Eh) = 0.0800 / 0.0417
- net charge = -1

=====

Formula: C53H38NO8P3PtSTe
Source: the Open Molecules 2025 dataset
Level of theory: ωB97M-V/def2-TZVPD

Last column: Mulliken charge in e.
Positions of all 106 atoms, in Å:
Pt  0.179  -0.672  -0.550  0.9641
O  3.894  -5.902  0.445  -0.5638
C  3.256  -4.898  0.324  0.2936
C  3.528  -3.574  1.087  0.1216
O  4.383  -3.459  1.935  -0.6775
C  2.574  -2.631  0.555  -0.2191
C  1.676  -3.240  -0.335  1.1033
O  0.647  -2.707  -0.867  -0.4711
C  2.069  -4.649  -0.552  0.0132
O  1.550  -5.446  -1.296  -0.5830
O  2.483  -1.359  0.938  -0.6984
Te  -2.346  -0.358  2.982  0.5658
C  -1.324  -0.578  4.840  0.3698
C  -0.672  0.512  5.401  -0.2493
C  -0.059  0.343  6.635  -0.4761
N  -0.063  -0.806  7.304  -0.6071
C  -0.700  -1.838  6.762  -0.5163
C  -1.348  -1.776  5.536  -0.3540
C  -0.692  0.218  1.884  -0.8690
P  -0.890  1.150  0.332  1.6757
C  -2.651  0.879  -0.090  1.7116
C  -3.111  -0.440  -0.180  -0.5676
C  -4.433  -0.706  -0.497  -0.9702
C  -5.317  0.346  -0.696  -0.8656
C  -4.869  1.654  -0.617  -0.9428
C  -3.539  1.926  -0.327  -0.9250
C  -0.741  2.862  0.936  1.1538
C  0.252  3.735  0.508  -0.5417
C  0.276  5.037  0.980  -1.1870
C  -0.688  5.474  1.874  -0.8440
C  -1.658  4.595  2.334  -0.9145
C  -1.675  3.286  1.881  -0.8121
P  0.972  -0.605  1.676  1.6408
C  1.995  0.834  2.074  0.4957
C  2.159  1.256  3.388  -0.1236
C  2.903  2.393  3.661  -1.2300
C  3.471  3.120  2.624  -0.9104
C  3.296  2.708  1.312  -0.4592
C  2.562  1.566  1.034  -0.5460
C  0.912  -1.916  2.923  1.2740
C  1.812  -2.064  3.971  -0.6674
C  1.725  -3.174  4.796  -1.0388
C  0.777  -4.156  4.555  -0.6013
C  -0.094  -4.037  3.481  -0.8495
C  -0.030  -2.916  2.669  -0.0062
H  -0.645  1.470  4.897  0.4938
H  0.452  1.172  7.113  0.4070
H  -0.693  -2.760  7.333  0.4031
H  -1.856  -2.643  5.135  0.4754
H  -2.424  -1.263  -0.018  0.3182
H  -4.771  -1.730  -0.586  0.5499
H  -6.355  0.137  -0.925  0.4182
H  -5.561  2.471  -0.775  0.4817
H  -3.176  2.943  -0.330  0.3700
H  0.987  3.409  -0.213  0.7765
H  1.046  5.714  0.634  0.5250
H  -0.692  6.503  2.209  0.4353
H  -2.406  4.925  3.042  0.4743
H  -2.435  2.605  2.238  0.3622
H  1.697  0.709  4.196  0.3038
H  3.037  2.713  4.687  0.4917
H  4.045  4.012  2.841  0.4124
H  3.730  3.279  0.502  0.4424
H  2.424  1.239  0.010  0.5335
H  2.597  -1.337  4.131  0.6152
H  2.415  -3.285  5.623  0.4711
H  0.726  -5.029  5.194  0.4417
H  -0.811  -4.819  3.267  0.4853
H  -0.681  -2.826  1.805  0.1066
O  -1.942  4.036  -1.922  -0.8064
S  -0.912  3.223  -2.512  1.4305
O  0.240  3.899  -3.041  -0.7342
O  -0.521  2.042  -1.641  -0.7139
C  -1.651  2.266  -3.818  0.3109
C  -2.417  2.952  -4.744  -0.8062
C  -2.981  2.269  -5.809  -0.8097
C  -2.771  0.903  -5.926  -0.8438
C  -2.018  0.216  -4.988  -1.0616
C  -1.432  0.886  -3.912  0.3244
P  -0.275  -0.044  -2.819  2.8380
C  1.360  0.493  -3.434  0.2019
C  2.503  0.108  -2.727  -0.2374
C  3.766  0.473  -3.162  -0.7399
C  3.904  1.225  -4.320  -0.7622
C  2.779  1.596  -5.037  -0.7397
C  1.513  1.231  -4.603  -0.5541
C  -0.437  -1.750  -3.478  -0.4154
C  0.609  -2.447  -4.072  -1.0481
C  0.469  -3.795  -4.369  -0.7224
C  -0.712  -4.458  -4.079  -0.6124
C  -1.762  -3.768  -3.488  -0.8568
C  -1.621  -2.427  -3.178  0.2335
H  -2.551  4.018  -4.616  0.5355
H  -3.575  2.795  -6.544  0.4224
H  -3.187  0.366  -6.769  0.4530
H  -1.875  -0.848  -5.100  0.5300
H  2.413  -0.494  -1.829  0.4261
H  4.638  0.174  -2.594  0.5316
H  4.888  1.518  -4.663  0.3756
H  2.886  2.181  -5.942  0.4258
H  0.646  1.531  -5.177  0.4245
H  1.543  -1.945  -4.288  0.4284
H  1.296  -4.333  -4.813  0.4202
H  -0.803  -5.516  -4.286  0.3882
H  -2.683  -4.284  -3.248  0.4125
H  -2.431  -1.893  -2.689  0.4612

Values from the calculation:
- HOMO level (spin up / spin down) (eV) = -7.90 / -7.90
- lowest unoccupied orbital energy (spin up / spin down) (Eh) = -0.0844 / -0.0844

=====

Formula: C3H8FN
Source: the Open Molecules 2025 dataset
Level of theory: ωB97M-V/def2-TZVPD

Last column: Mulliken charge in e.
Positions of all 13 atoms, in Å:
C  1.828  -0.432  -0.033  -1.1674
C  0.474  -0.017  0.407  0.4624
F  0.228  1.286  -0.140  -0.3278
C  -0.673  -0.768  -0.233  -0.7597
N  -1.963  -0.147  0.026  -0.6308
H  1.775  -0.630  -1.104  0.3077
H  2.667  0.446  -0.016  0.2771
H  2.199  -1.386  0.436  0.3148
H  0.176  -0.054  1.507  0.2353
H  -0.805  -1.818  0.201  0.2884
H  -0.468  -0.779  -1.301  0.4127
H  -1.917  0.700  -0.631  0.3118
H  -1.714  0.281  1.146  0.2754

Values from the calculation:
- HOMO level (eV) = -9.75
- lowest unoccupied orbital energy (Eh) = 0.0407

=====

Formula: C29H39LiN3S2
Source: the Open Molecules 2025 dataset
Level of theory: ωB97M-V/def2-TZVPD

Last column: Mulliken charge in e.
Positions of all 74 atoms, in Å:
Li  -0.652  0.644  0.757  1.0709
C  1.127  -1.469  0.882  -0.4070
C  1.264  -1.159  -0.485  -0.4268
C  1.814  0.155  -0.555  0.8245
C  2.012  0.585  0.775  -0.8094
C  1.604  -0.415  1.671  -0.1781
C  1.987  -0.507  3.128  2.1625
C  3.267  -1.359  3.210  -1.8188
C  0.904  -1.167  3.985  -1.7128
C  2.267  0.875  3.722  -1.9897
C  2.350  0.994  -1.709  2.1684
C  1.305  1.279  -2.796  -1.3326
C  2.809  2.380  -1.223  -2.3468
C  3.604  0.339  -2.314  -1.7558
C  0.753  -2.169  -1.512  2.8773
C  -0.720  -1.849  -1.808  -1.5380
C  1.511  -2.262  -2.844  -2.2562
C  0.813  -3.597  -0.932  -2.2045
H  0.795  -2.415  1.277  0.3635
H  2.514  1.487  1.078  0.2528
H  3.066  -2.360  2.834  0.3212
H  3.636  -1.432  4.235  0.4596
H  4.044  -0.917  2.590  0.3318
H  0.646  -2.152  3.602  0.2436
H  0.003  -0.556  3.992  0.2835
H  1.254  -1.273  5.014  0.5201
H  3.101  1.355  3.217  0.3263
H  2.520  0.793  4.780  0.4584
H  1.386  1.507  3.619  0.3631
H  0.525  1.916  -2.383  -0.1220
H  0.831  0.381  -3.174  0.0919
H  1.763  1.803  -3.637  0.5713
H  2.001  2.901  -0.715  0.3169
H  3.125  2.981  -2.077  0.4785
H  3.657  2.297  -0.548  0.4016
H  3.391  -0.622  -2.762  0.1990
H  4.337  0.185  -1.525  0.3384
H  4.046  0.983  -3.076  0.4891
H  -0.813  -0.872  -2.274  0.0878
H  -1.279  -1.829  -0.872  -0.0190
H  -1.165  -2.592  -2.470  0.5551
H  1.500  -1.329  -3.394  0.3721
H  1.041  -3.019  -3.475  0.5309
H  2.543  -2.566  -2.676  0.3719
H  0.086  -3.738  -0.136  0.3103
H  1.806  -3.803  -0.538  0.3902
H  0.595  -4.328  -1.712  0.5085
S  -2.263  3.068  2.476  -0.5715
C  -2.642  1.462  2.863  0.0634
C  -3.613  1.197  3.857  -0.7176
C  -3.840  -0.091  4.256  -0.2584
C  -3.113  -1.120  3.653  -0.8007
C  -2.234  -0.786  2.647  -0.3361
N  -1.990  0.459  2.249  0.2155
H  -4.144  2.032  4.288  0.4165
H  -4.561  -0.308  5.036  0.3578
H  -3.232  -2.147  3.961  0.4295
H  -1.657  -1.543  2.133  0.3455
N  -0.829  3.352  -0.207  0.2325
C  -1.556  2.693  -1.105  -0.2495
N  -2.064  1.524  -0.917  0.1758
C  -2.800  1.093  -1.979  -0.7076
C  -3.523  -0.093  -2.048  -0.1537
C  -4.219  -0.387  -3.204  -0.7565
C  -4.205  0.474  -4.296  -0.4581
C  -3.502  1.666  -4.246  -0.4949
C  -2.823  1.971  -3.085  0.8757
S  -1.911  3.410  -2.713  -0.2965
H  -1.116  3.171  0.792  -0.3370
H  -0.590  4.308  -0.425  0.3045
H  -3.519  -0.752  -1.196  0.4537
H  -4.783  -1.306  -3.262  0.3871
H  -4.755  0.223  -5.191  0.3685
H  -3.491  2.346  -5.083  0.3883

Values from the calculation:
- HOMO level (eV) = -3.74
- lowest unoccupied orbital energy (Eh) = 0.0905
- net charge = -1

=====

Formula: C31H28CdN5O10
Source: the Open Molecules 2025 dataset
Level of theory: ωB97M-V/def2-TZVPD

Last column: Mulliken charge in e.
Positions of all 75 atoms, in Å:
Cd  0.552  0.094  0.459  3.3566
C  4.822  0.848  -0.601  -1.6505
C  3.304  0.893  -0.721  0.7704
O  2.690  -0.086  -0.202  -0.5847
C  2.758  1.968  -1.415  -1.1372
C  1.397  2.184  -1.778  1.1664
C  1.107  3.374  -2.662  -1.4231
N  0.419  1.417  -1.384  0.2467
N  -0.833  1.760  -1.877  -0.5650
C  -1.780  1.012  -1.397  -0.6450
O  -1.676  0.065  -0.525  -0.4006
C  -3.132  1.268  -1.983  0.1184
C  -3.594  2.566  -2.183  -0.4536
C  -4.839  2.790  -2.754  -0.7040
C  -5.631  1.717  -3.141  -0.4313
C  -5.172  0.420  -2.948  -0.7811
C  -3.933  0.196  -2.366  0.1438
H  5.095  0.136  0.175  0.3604
H  5.236  1.831  -0.367  0.3802
H  5.262  0.521  -1.546  0.3862
H  3.465  2.700  -1.784  0.1173
H  2.035  3.853  -2.972  0.3928
H  0.489  4.095  -2.123  0.2611
H  0.531  3.072  -3.535  0.3103
H  -2.960  3.391  -1.883  0.4262
H  -5.191  3.805  -2.896  0.3732
H  -6.602  1.890  -3.589  0.3742
H  -5.783  -0.423  -3.251  0.4183
H  -3.575  -0.812  -2.202  0.6285
O  -4.141  -0.096  0.571  -0.5396
C  -2.996  0.332  1.148  0.4161
O  -2.840  1.501  1.426  -0.7884
C  -2.338  -0.792  1.913  0.3301
C  -3.143  -1.796  2.442  -0.5534
C  -2.564  -2.759  3.247  -0.7102
C  -1.204  -2.700  3.489  -0.3938
C  -0.476  -1.670  2.914  0.1178
N  -1.032  -0.732  2.145  0.0526
C  1.024  -1.574  3.148  0.3077
O  1.666  -2.718  3.228  -0.6340
O  1.538  -0.495  3.322  -0.5625
H  -4.565  0.697  0.208  0.4766
H  -4.197  -1.806  2.211  0.5014
H  -3.165  -3.554  3.669  0.4147
H  -0.691  -3.442  4.084  0.4860
H  1.269  -3.393  2.549  0.4075
O  0.542  -4.185  1.468  -0.8470
C  0.282  -3.397  0.515  0.4838
O  0.670  -2.210  0.455  -0.4339
C  -0.578  -3.932  -0.602  -0.2785
C  -0.727  -5.305  -0.751  -0.6265
C  -1.524  -5.852  -1.760  -1.0335
C  -2.168  -4.958  -2.580  0.9837
O  -3.003  -5.226  -3.639  -0.5257
C  -3.463  -3.956  -4.100  -0.3194
O  -2.778  -2.943  -3.383  -0.4824
C  -2.028  -3.593  -2.424  0.9189
C  -1.235  -3.037  -1.455  -0.9129
H  -0.210  -5.948  -0.053  0.4706
H  -1.634  -6.920  -1.888  0.4253
H  -4.539  -3.874  -3.913  0.2796
H  -3.241  -3.860  -5.165  0.2549
H  -1.134  -1.965  -1.335  0.5253
C  -0.475  5.007  3.186  -0.9402
N  0.376  3.962  2.666  0.2145
C  1.754  3.952  2.647  -0.5946
C  2.110  2.780  2.050  -0.7789
N  0.983  2.083  1.708  -0.1234
C  -0.038  2.814  2.086  -0.5204
H  -0.251  5.197  4.235  0.3345
H  -1.511  4.683  3.101  0.3015
H  -0.348  5.929  2.618  0.3220
H  2.337  4.760  3.053  0.4424
H  3.093  2.391  1.848  0.4480
H  -1.078  2.547  1.959  0.2289

Values from the calculation:
- HOMO level (eV) = -3.90
- lowest unoccupied orbital energy (Eh) = 0.0931
- net charge = -1

=====

Formula: C20H19N3O3
Source: the Open Molecules 2025 dataset
Level of theory: ωB97M-V/def2-TZVPD

Last column: Mulliken charge in e.
Positions of all 45 atoms, in Å:
C  0.524  -4.473  -1.212  -1.1489
N  0.589  -3.013  -1.150  0.1402
C  -0.620  -2.340  -1.138  0.8465
C  -1.829  -3.050  -1.195  -0.7411
C  -3.045  -2.377  -1.202  -0.7380
C  -3.070  -0.969  -1.176  -0.7755
C  -1.891  -0.245  -1.122  -0.6705
C  -0.632  -0.903  -1.076  0.9052
C  0.588  -0.225  -0.964  -0.8654
C  1.805  -0.910  -1.088  0.8299
C  1.803  -2.351  -1.155  1.1390
C  3.029  -3.039  -1.221  -1.1538
C  4.237  -2.348  -1.225  -0.7051
C  4.244  -0.941  -1.193  -0.7248
C  3.055  -0.234  -1.126  -0.6278
H  1.517  -4.914  -1.223  0.2161
H  -0.011  -4.874  -0.341  0.4007
H  0.001  -4.801  -2.120  0.4007
H  -1.826  -4.139  -1.240  0.4038
H  -3.973  -2.947  -1.233  0.4139
H  -4.030  -0.452  -1.200  0.3941
H  -1.894  0.845  -1.119  0.3948
H  0.592  0.863  -0.951  0.9093
H  3.069  -4.125  -1.273  0.1924
H  5.171  -2.909  -1.258  0.4164
H  5.196  -0.411  -1.220  0.3901
H  3.041  0.857  -1.098  0.4990
C  -0.217  5.311  0.783  -1.1280
N  -0.341  3.942  1.217  0.0182
C  0.689  3.024  0.877  0.5139
O  1.658  3.462  0.227  -0.7568
C  0.491  1.678  1.259  -0.4537
C  -0.600  1.283  2.063  0.1671
O  -0.810  0.134  2.495  -0.7594
N  -1.567  2.280  2.352  0.0425
C  -2.729  1.906  3.118  -1.1211
C  -1.501  3.608  1.919  0.9217
O  -2.397  4.424  2.146  -0.7088
H  -1.125  5.832  1.082  0.3709
H  0.656  5.775  1.253  0.2993
H  -0.097  5.347  -0.304  0.3060
H  1.295  0.974  1.103  0.5886
H  -3.375  2.779  3.178  0.3698
H  -3.247  1.076  2.629  0.2918
H  -2.421  1.591  4.121  0.2970

Values from the calculation:
- HOMO level (eV) = -6.83
- lowest unoccupied orbital energy (Eh) = -0.0820